1.
24
Properties=species:S:1:pos:R:3:forces:R:3:lowdin_charge:R:1 method="wB97M-V/def2-TZVPD" smiles=CCO[NH2+]C[C@H](O)CN orbital_gap_ha=0.350 de_lowest_ev=4.7024 total_charge=+1 e_tot_ev=-12493.971
C 2.08998 -1.43056 0.45172 0.16 1.20 -0.55 -0.040
C 2.37831 -0.16202 -0.42373 -0.37 -2.24 0.42 -0.176
O 2.06810 1.01478 0.36355 0.45 0.16 -0.56 -0.062
N 0.89754 1.64024 -0.02659 -0.66 0.78 0.80 0.060
C -0.35275 1.18537 0.69781 -1.38 -0.03 -0.56 -0.020
C -1.35155 0.57951 -0.33083 -0.01 -0.67 0.30 -0.352
O -2.10444 1.61429 -0.95230 0.52 -0.05 0.68 0.004
C -2.26424 -0.48149 0.34002 -0.05 -0.23 0.24 -0.200
N -2.11673 -1.81890 -0.28465 0.27 0.49 0.15 0.013
H 2.21066 -2.33267 -0.16139 0.13 0.20 0.31 0.093
H 2.79092 -1.39243 1.29391 -0.28 -0.39 -0.15 0.090
H 1.05631 -1.38320 0.82044 0.29 -0.17 -0.04 0.059
H 1.78180 -0.25122 -1.34658 0.10 0.60 0.23 0.121
H 3.43876 -0.15215 -0.69455 -0.26 0.48 0.13 0.131
H 1.02046 2.63002 0.21162 0.35 -0.11 -0.07 0.205
H 0.73649 1.61506 -1.04149 0.26 -0.25 0.02 0.186
H -0.14176 0.50338 1.52343 0.60 0.11 -0.40 0.135
H -0.82446 2.08379 1.12794 0.21 -0.28 -0.18 0.154
H -0.79436 0.05759 -1.13746 0.01 0.05 0.46 0.140
H -1.85281 1.62726 -1.87038 -0.29 0.16 -0.61 0.095
H -2.05187 -0.60886 1.41834 -0.03 0.58 -0.30 0.116
H -3.29995 -0.11956 0.25464 0.33 -0.19 -0.08 0.127
H -1.19140 -1.91117 -0.69168 -0.06 -0.01 -0.10 0.048
H -2.12300 -2.50705 0.45823 -0.29 -0.19 -0.13 0.073

---

2.
38
Properties=species:S:1:pos:R:3:forces:R:3:lowdin_charge:R:1 method="wB97M-V/def2-TZVPD" smiles=Cc1cccc(OCCOCCSc2ncccn2)c1 orbital_gap_ha=0.339 de_lowest_ev=1.8587 e_tot_ev=-33756.976
C 4.20704 1.84701 1.68030 -0.02 0.04 0.02 -0.049
C 2.72571 1.63652 1.77125 -0.09 -0.06 -0.07 -0.286
C 2.11814 1.44602 3.00975 -0.01 -0.04 0.09 -0.065
C 0.75167 1.27255 3.09288 0.11 0.00 0.04 -0.078
C -0.03959 1.27502 1.95470 -0.28 0.04 -0.29 -0.033
C 0.55745 1.44701 0.71292 0.05 0.14 0.00 -0.280
O -0.09937 1.43755 -0.48362 0.35 0.09 0.09 -0.044
C -1.47269 1.12187 -0.50081 -0.52 -0.28 -0.08 -0.162
C -1.85098 0.76300 -1.93762 0.28 0.12 0.00 -0.183
O -3.08872 0.08474 -1.89646 0.06 0.18 0.21 -0.164
C -3.33690 -0.80102 -2.95793 -0.10 -0.14 -0.09 -0.281
C -2.53603 -2.10583 -2.88106 -0.11 0.10 0.58 -0.421
S -2.68061 -2.85635 -1.22047 -0.36 -0.15 -0.42 0.988
C -1.16550 -2.38248 -0.49876 0.36 0.14 -0.15 -0.691
N -0.20462 -1.89473 -1.27560 -0.14 -0.09 -0.13 0.062
C 0.92625 -1.55437 -0.68251 0.24 -0.02 0.42 -0.118
C 1.12069 -1.70134 0.68225 -0.15 -0.14 -0.10 -0.045
C 0.05153 -2.23425 1.39287 0.45 0.13 -0.09 -0.126
N -1.08264 -2.57478 0.81293 -0.54 -0.17 0.06 0.064
C 1.93808 1.63396 0.63506 -0.17 0.01 -0.03 0.015
H 4.54892 1.77694 0.65106 0.08 0.00 -0.05 0.074
H 4.46706 2.83416 2.06190 0.09 0.05 0.00 0.084
H 4.73760 1.10975 2.28037 0.08 -0.03 0.01 0.079
H 2.72137 1.43936 3.90552 0.07 0.00 0.11 0.109
H 0.28416 1.13292 4.05648 -0.04 -0.01 0.08 0.105
H -1.10555 1.14465 2.05030 -0.10 -0.03 -0.03 0.109
H -2.07366 1.96489 -0.13833 0.07 -0.07 0.04 0.141
H -1.68624 0.24825 0.12783 0.04 0.08 -0.05 0.118
H -1.92951 1.66544 -2.55970 0.01 -0.08 0.03 0.134
H -1.05539 0.12793 -2.34242 -0.09 0.06 0.03 0.110
H -3.14277 -0.32061 -3.92887 -0.07 -0.02 0.06 0.127
H -4.40360 -1.02715 -2.88038 0.09 0.02 -0.14 0.121
H -1.47133 -1.95473 -3.04858 -0.10 -0.06 -0.14 0.056
H -2.93094 -2.82501 -3.59562 0.03 -0.01 -0.07 0.074
H 1.69145 -1.15161 -1.33357 0.13 0.07 0.05 0.119
H 2.03858 -1.41068 1.16270 0.10 0.07 0.08 0.102
H 0.09589 -2.38910 2.46308 0.11 0.02 0.08 0.113
H 2.37504 1.77449 -0.34185 0.08 0.01 -0.14 0.124

---

3.
65
Properties=species:S:1:pos:R:3:forces:R:3:lowdin_charge:R:1 method="wB97M-V/def2-TZVPD" orbital_gap_ha=0.353 de_lowest_ev=0.0000 total_charge=+1 e_tot_ev=-110814.883
Zn -1.16408 -0.13656 0.67073 -0.38 -0.65 0.06 0.784
O -3.36934 -1.94028 3.20720 -0.22 -0.02 0.07 0.149
C -2.56997 -1.32561 2.34348 1.30 0.57 -1.05 -0.752
O -1.56153 -1.92644 1.85945 -0.23 -0.40 0.18 -0.029
O -2.78044 -0.13479 1.99352 -0.57 -0.02 0.42 -0.013
H -3.04065 -2.84671 3.26850 -0.02 0.00 0.09 0.126
C 4.13545 -2.13152 3.65672 0.70 0.36 0.39 -0.020
C 3.21377 -0.94971 3.80830 0.22 0.05 0.04 -0.286
C 3.72469 0.35246 3.16927 0.33 -0.34 -0.14 -0.060
O 2.75013 0.66464 2.16697 -0.09 0.15 0.05 0.100
C 1.74737 -0.21514 2.21971 0.01 -0.28 0.45 -0.511
O 0.73849 -0.11773 1.58679 0.25 0.06 -0.19 0.144
O 1.99035 -1.20311 3.08571 -0.11 0.26 0.10 0.117
H 3.75045 -3.02230 4.14617 -0.26 -0.11 -0.34 0.095
H 5.08061 -1.92467 4.17334 -0.11 0.15 -0.03 0.099
H 4.39074 -2.27141 2.60815 -0.18 -0.30 -0.01 0.072
H 2.99104 -0.76681 4.85972 -0.34 -0.18 -0.06 0.156
H 4.69349 0.20553 2.69086 -0.07 0.08 -0.09 0.136
H 3.79930 1.17512 3.87524 -0.11 0.06 -0.02 0.135
C 3.36737 -3.86996 0.47477 0.65 -0.28 -0.02 -0.031
C 2.34954 -3.78422 -0.63188 -0.23 -0.34 0.76 -0.284
C 1.20256 -4.80707 -0.50382 0.69 -0.58 -0.43 -0.079
O 0.01893 -4.02895 -0.47292 -0.04 0.15 -0.26 0.104
C 0.32596 -2.72681 -0.59218 0.04 -0.62 0.27 -0.532
O -0.48866 -1.87076 -0.74169 -0.26 0.30 0.13 0.136
O 1.64933 -2.53020 -0.51386 0.07 0.20 -0.43 0.099
H 2.88960 -3.86676 1.45334 -0.05 0.26 -0.01 0.087
H 4.11351 -3.07755 0.38059 -0.26 0.18 0.13 0.086
H 3.96241 -4.78756 0.42540 -0.28 -0.11 -0.21 0.098
H 2.82383 -3.85381 -1.60941 -0.06 0.26 -0.07 0.154
H 1.28309 -5.45186 0.37097 -0.14 0.33 0.26 0.137
H 1.20578 -5.47770 -1.36612 -0.31 0.15 -0.04 0.136
C -0.87701 1.61423 -5.33995 0.13 -0.61 -1.05 -0.021
C 0.11802 1.67796 -4.21580 -0.67 0.76 0.23 -0.289
C 0.16654 3.02480 -3.47802 -0.12 -0.26 -0.02 -0.051
O 0.23999 2.64636 -2.09148 0.40 -0.06 0.03 0.100
C -0.03015 1.34596 -1.97448 -0.47 -0.09 -0.30 -0.517
O -0.08034 0.75837 -0.93252 0.13 0.29 0.03 0.116
O -0.28105 0.78047 -3.16118 0.47 -0.09 0.17 0.108
H -1.85358 2.07009 -5.19065 0.12 0.16 0.51 0.084
H -1.05017 0.56682 -5.60568 0.03 0.04 0.11 0.095
H -0.44753 2.05263 -6.24553 0.01 0.15 0.14 0.096
H 1.11739 1.41743 -4.56316 -0.02 -0.31 0.07 0.157
H -0.74799 3.60337 -3.59494 0.04 0.07 -0.17 0.139
H 1.04567 3.59915 -3.75380 -0.05 0.16 0.17 0.139
C 0.50843 4.52868 2.70711 -0.26 -0.42 -0.14 -0.021
C -0.90549 4.65653 3.26020 0.91 0.22 0.37 -0.304
O -1.49608 3.44700 2.88614 -0.13 -0.16 -0.07 0.171
C -0.78708 2.89954 1.86996 0.10 0.32 -0.16 -0.495
O -1.10742 1.91610 1.28570 -0.25 0.32 0.03 0.150
O 0.31115 3.61817 1.60642 0.06 0.03 0.18 0.100
F -1.56082 5.69981 2.68964 -0.18 -0.03 -0.13 0.083
H 1.16149 4.01691 3.41500 0.04 0.24 0.11 0.141
H 0.93422 5.46770 2.37405 -0.03 -0.01 -0.16 0.146
H -0.91385 4.77997 4.34055 -0.35 -0.09 0.01 0.173
C -5.62874 -0.04258 -2.83540 0.17 0.39 -0.11 -0.020
C -4.55360 0.52982 -3.75706 -0.42 0.17 -0.16 -0.287
O -3.37136 0.35561 -3.03252 0.09 0.09 0.17 0.134
C -3.67261 0.11696 -1.72501 -0.27 0.09 -0.13 -0.496
O -2.86460 -0.00375 -0.86576 0.37 0.10 0.13 0.184
O -4.99121 0.04143 -1.55602 0.07 -0.54 0.04 0.117
F -4.79124 1.86859 -3.96474 0.28 -0.02 0.14 0.054
H -5.87881 -1.06804 -3.10291 0.04 -0.07 0.25 0.145
H -6.51610 0.57764 -2.77382 -0.05 0.01 -0.29 0.147
H -4.41920 0.08452 -4.73735 -0.15 -0.19 0.00 0.170